C23H31N3O2 | ωB97M-V with the def2-TZVPD basis set

ΔE to the lowest compared entry with this formula, charge and spin: 4.2 kcal per mole
Gap between HOMO and LUMO: 8.670 eV
E: -1209.828613 Ha
SMILES string: CCN(CC)CCCCCC(=O)Nc1ccccc1C(=O)Nc1ccccc1

Structure (ORCA input):
```
! wB97M-V def2-TZVPD RIJCOSX def2/J DEFGRID3
* xyz 0 1
C -0.171 0.155 -3.057
H -0.674 0.552 -2.180
H 0.688 0.782 -3.285
H -0.860 0.196 -3.897
C 0.265 -1.287 -2.804
N 1.224 -1.356 -1.712
C 2.608 -1.289 -2.138
C 3.176 -2.555 -2.791
H 3.170 -3.386 -2.090
H 2.594 -2.839 -3.665
H 4.201 -2.376 -3.105
H 3.210 -1.042 -1.257
H 2.693 -0.457 -2.842
C 0.949 -2.391 -0.732
C -0.167 -1.944 0.212
C -0.462 -2.973 1.301
C -1.347 -2.423 2.422
C -2.823 -2.265 2.042
C -3.129 -1.294 0.914
O -3.818 -1.595 -0.036
N -2.590 -0.054 1.104
C -2.560 0.983 0.179
C -3.618 1.212 -0.698
C -3.576 2.272 -1.582
C -2.486 3.128 -1.603
C -1.415 2.891 -0.762
C -1.426 1.815 0.121
C -0.246 1.509 0.976
O -0.355 1.111 2.128
N 0.937 1.665 0.329
C 2.231 1.368 0.766
C 2.515 0.903 2.046
C 3.823 0.620 2.398
C 4.855 0.798 1.494
C 4.574 1.267 0.220
C 3.272 1.549 -0.143
H 3.053 1.909 -1.139
H 5.371 1.410 -0.494
H 5.872 0.575 1.777
H 4.034 0.257 3.393
H 1.717 0.765 2.756
H 0.881 1.917 -0.649
H -0.569 3.565 -0.773
H -2.467 3.971 -2.276
H -4.408 2.442 -2.249
H -4.467 0.549 -0.674
H -1.924 0.064 1.862
H -3.231 -3.233 1.744
H -3.378 -1.921 2.920
H -1.306 -3.117 3.266
H -0.932 -1.474 2.769
H 0.486 -3.292 1.742
H -0.934 -3.853 0.859
H 0.153 -1.011 0.676
H -1.068 -1.747 -0.368
H 1.858 -2.547 -0.145
H 0.678 -3.352 -1.200
H -0.616 -1.877 -2.548
H 0.680 -1.704 -3.732
*
```

Results of the natural (NBO) charge analysis, in e, for atoms 1 through 2: atom 1 (C): -0.609, atom 2 (H): 0.210

***

C23H31N3O5 | ωB97M-V with the def2-TZVPD basis set

ΔE to the lowest compared entry with this formula, charge and spin: 63.5 kcal per mole
Gap between HOMO and LUMO: 8.326 eV
E: -1435.499992 Ha
SMILES string: CNC(=O)[C@H](Cc1ccc(O)cc1)NC(C)=O.CN[C@@H](C)Cc1ccc2c(c1)OCO2

Structure (ORCA input):
```
! wB97M-V def2-TZVPD RIJCOSX def2/J DEFGRID3
* xyz 0 1
O 2.735 -3.367 -2.237
O 1.668 -4.784 2.910
O -3.816 -3.133 0.039
O -3.557 0.844 0.042
O -4.410 2.906 -0.667
C 2.318 -3.649 -1.127
C 2.407 -4.572 1.956
C -2.097 -3.356 1.694
C -1.678 -2.121 -0.369
C -1.252 1.673 0.433
C -0.408 2.790 0.343
C -2.275 4.132 -0.426
C -0.780 -3.094 2.112
C -0.358 -1.864 0.051
C -2.547 -2.873 0.448
C -2.593 1.798 0.069
C -3.096 3.009 -0.348
C -0.913 4.028 -0.095
C 0.098 -2.362 1.289
N 3.094 -5.564 1.373
N 0.871 6.863 -1.869
N 2.909 -3.090 -0.066
C -4.734 1.521 -0.437
C 1.183 -4.649 -1.010
C 3.014 -6.970 1.767
C -0.075 7.991 -1.878
C 1.385 4.520 -2.212
C -0.020 5.237 -0.231
C 0.332 5.505 -1.706
C 1.520 -2.103 1.753
C 2.591 -3.151 1.374
H -4.314 -3.604 0.706
H -2.759 -3.923 2.329
H -2.040 -1.744 -1.314
H -0.880 0.713 0.773
H 0.641 2.693 0.608
H -2.697 5.072 -0.767
H -0.440 -3.468 3.069
H 0.305 -1.291 -0.584
H 3.684 -5.324 0.591
H 1.647 7.031 -1.230
H 3.650 -2.458 -0.326
H -5.536 1.444 0.303
H -5.079 1.058 -1.366
H 0.516 -4.509 -1.859
H 1.591 -5.656 -1.039
H 0.613 -4.515 -0.097
H 2.077 -7.402 1.409
H 3.853 -7.528 1.348
H 3.040 -7.052 2.855
H -0.523 8.135 -0.890
H 0.446 8.912 -2.157
H -0.876 7.815 -2.604
H 2.294 4.580 -1.605
H 1.004 3.495 -2.173
H 1.645 4.749 -3.249
H -0.546 6.099 0.187
H 0.895 5.105 0.353
H -0.566 5.404 -2.325
H 1.510 -2.015 2.841
H 1.835 -1.132 1.370
H 3.496 -2.799 1.868
*
```

Results of the natural (NBO) charge analysis, in e, for atoms 1 through 2: atom 1 (O): -0.634, atom 2 (O): -0.635

***

C23H31N3O6S | ωB97M-V with the def2-TZVPD basis set

ΔE to the lowest compared entry with this formula, charge and spin: 15.5 kcal per mole
Gap between HOMO and LUMO: 8.968 eV
E: -1908.959734 Ha
SMILES string: CCOC(=O)N1CCN(C(=O)c2oc3ccc(S(=O)(=O)N4CCCCCC4)cc3c2C)CC1

Structure (ORCA input):
```
! wB97M-V def2-TZVPD RIJCOSX def2/J DEFGRID3
* xyz 0 1
C 4.899 -7.406 -1.983
C 4.970 -6.422 -3.142
H 5.025 -6.943 -4.100
H 5.836 -5.763 -3.024
O 3.789 -5.625 -3.230
C 3.737 -4.559 -2.402
O 4.617 -4.249 -1.633
N 2.595 -3.847 -2.562
C 1.469 -4.259 -3.369
H 1.742 -5.135 -3.952
C 0.275 -4.566 -2.457
N -0.015 -3.422 -1.615
C -1.100 -2.666 -1.918
O -1.829 -2.947 -2.859
C -1.429 -1.505 -1.063
C -2.191 -0.419 -1.405
C -2.284 0.377 -0.217
C -2.902 1.584 0.108
C -2.777 2.029 1.401
C -2.072 1.329 2.378
C -1.451 0.133 2.080
C -1.567 -0.326 0.774
O -1.048 -1.457 0.257
H -0.904 -0.428 2.820
H -2.038 1.745 3.371
S -3.544 3.571 1.894
O -4.357 3.337 3.051
O -4.157 4.164 0.737
N -2.192 4.424 2.376
C -2.292 5.240 3.565
H -2.499 6.288 3.316
C -1.021 5.117 4.408
H -1.274 5.267 5.459
C 0.089 6.106 4.033
H -0.086 7.054 4.547
C 0.224 6.403 2.536
C 0.035 5.192 1.621
H 0.568 5.370 0.685
C -1.431 4.944 1.266
H -1.500 4.193 0.475
H -1.881 5.872 0.886
H 0.455 4.298 2.082
H -0.499 7.168 2.247
H 1.217 6.827 2.369
H 1.035 5.708 4.406
H -0.659 4.094 4.301
H -3.144 4.843 4.118
H -3.466 2.161 -0.607
C -2.802 -0.084 -2.714
H -2.375 0.840 -3.102
H -3.873 0.068 -2.589
H -2.639 -0.891 -3.421
C 1.112 -3.048 -0.792
H 0.877 -2.189 -0.171
C 2.317 -2.729 -1.690
H 3.207 -2.541 -1.088
H 2.095 -1.847 -2.303
H 1.361 -3.894 -0.142
H -0.612 -4.782 -3.053
H 0.509 -5.421 -1.815
H 1.202 -3.441 -4.047
H 4.013 -8.030 -2.070
H 4.863 -6.864 -1.042
H 5.782 -8.040 -1.990
*
```

Results of the natural (NBO) charge analysis, in e, for atoms 1 through 2: atom 1 (C): -0.636, atom 2 (C): -0.067

***

C23H31N5O5Rh | ωB97M-V with the def2-TZVPD basis set

Gap between HOMO and LUMO: 3.890 eV
E: -1654.415899 Ha

Structure (ORCA input):
```
! wB97M-V def2-TZVPD RIJCOSX def2/J DEFGRID3
* xyz 3 1
Rh 0.651 1.091 -0.299
O 2.314 0.137 -0.671
C 2.938 -0.497 0.239
C 2.687 -0.494 1.610
C 3.504 -1.346 2.405
C 3.328 -1.378 3.746
C 2.368 -0.579 4.375
C 1.567 0.260 3.624
C 1.705 0.319 2.240
O 0.913 1.181 1.598
N 4.175 -2.276 4.566
O 5.020 -2.908 3.976
O 3.943 -2.296 5.751
H 3.779 -1.094 -0.119
H 4.264 -1.973 1.952
H 2.266 -0.633 5.452
H 0.828 0.891 4.100
C 3.316 4.100 -2.318
C 2.385 2.891 -2.084
N 1.849 2.909 -0.694
C 2.988 3.010 0.261
C 3.705 4.368 0.103
N 3.167 5.025 -1.139
C 1.718 5.383 -0.940
C 0.971 4.096 -0.519
H 3.051 4.655 -3.214
H 4.365 3.817 -2.379
H 2.925 1.960 -2.237
H 1.543 2.920 -2.776
H 3.670 2.188 0.059
H 2.603 2.901 1.271
H 4.780 4.256 -0.018
H 3.515 5.043 0.934
H 3.698 5.879 -1.320
H 1.352 5.792 -1.878
H 1.667 6.155 -0.176
H 0.078 3.973 -1.131
H 0.665 4.141 0.526
C -6.202 -3.347 -0.723
C -5.287 -2.503 -1.602
N -4.039 -3.187 -1.968
C -4.142 -4.438 -2.746
C -3.755 -5.648 -1.901
C -2.812 -2.690 -1.763
O -1.842 -3.030 -2.428
C -2.565 -1.678 -0.668
C -3.219 -1.620 0.557
C -2.782 -0.715 1.523
C -1.700 0.088 1.252
N -1.060 0.026 0.058
C -1.490 -0.846 -0.874
H -7.102 -2.771 -0.509
H -5.730 -3.613 0.225
H -6.508 -4.263 -1.226
H -5.047 -1.548 -1.140
H -5.796 -2.293 -2.546
H -3.463 -4.353 -3.590
H -5.166 -4.513 -3.103
H -2.714 -5.585 -1.586
H -3.867 -6.541 -2.516
H -4.401 -5.750 -1.030
H -4.044 -2.286 0.777
H -3.270 -0.648 2.486
H -1.312 0.785 1.977
H -0.950 -0.898 -1.814
*
```

Results of the natural (NBO) charge analysis, in e, for atoms 1 through 2: atom 1 (Rh): 1.343, atom 2 (O): -0.530